DFT (ωB97M-V with the def2-TZVPD basis set) results for C2H5NS2 in the gas phase.

ORCA input file:
```
! wB97M-V def2-TZVPD RIJCOSX def2/J DEFGRID3
* xyz 0 1
C 1.901 -0.920 0.111
S 1.121 0.690 -0.107
C -0.610 0.316 0.038
N -1.202 1.519 0.140
S -1.307 -1.163 -0.040
H 2.901 -0.688 0.437
H 2.033 -1.358 -0.844
H 1.464 -1.522 0.912
H -0.630 2.332 0.118
H -2.122 1.799 -0.142
*
```

Summary:
E_LUMO = 0.60 eV
ΔE to the lowest compared entry with this formula, charge and spin = 7.2 kcal/mol
SMILES = CSC(N)=S
Electronic energy = -25315.5132 eV
HOMO-LUMO gap = 9.1 eV



DFT (ωB97M-V with the def2-TZVPD basis set) results for a molecular structure, C2H5NS3.

ORCA input file:
```
! wB97M-V def2-TZVPD RIJCOSX def2/J DEFGRID3
* xyz 0 1
C -0.792 2.107 0.384
C 0.601 -0.284 0.092
H -0.585 3.165 0.633
H -1.055 1.588 1.309
H -1.647 2.031 -0.319
H -0.299 -1.829 0.914
H -1.830 -1.515 -1.292
N -0.519 -0.929 0.499
S 0.721 1.414 -0.320
S 2.051 -1.049 0.013
S -2.135 -0.858 -0.167
*
```

Summary:
E_LUMO = 0.09 eV
ΔE to the lowest compared entry with this formula, charge and spin = 4.2 kcal/mol
Electronic energy = -36150.0798 eV
HOMO-LUMO gap = 8.5 eV



DFT (ωB97M-V with the def2-TZVPD basis set) results for C2H5NSi in the gas phase.

ORCA input file:
```
! wB97M-V def2-TZVPD RIJCOSX def2/J DEFGRID3
* xyz 0 1
N -2.583 -0.426 0.005
C -1.647 0.206 -0.162
C -0.337 0.715 0.093
Si 1.061 -0.532 -0.018
H -0.574 1.289 0.972
H -0.213 1.412 -0.741
H 1.334 -1.284 1.168
H 2.451 0.181 -0.354
H 0.510 -1.562 -0.961
*
```

Summary:
E_LUMO = 0.71 eV
ΔE to the lowest compared entry with this formula, charge and spin = 11.9 kcal/mol
SMILES = N#CC[SiH3]
Electronic energy = -11521.2879 eV
HOMO-LUMO gap = 12.1 eV



DFT (ωB97M-V with the def2-TZVPD basis set) results for 2 unconnected molecules or ions with the total composition C2H5O2.

ORCA input file:
```
! wB97M-V def2-TZVPD RIJCOSX def2/J DEFGRID3
* xyz -1 1
O -0.733 0.117 -2.720
H -0.878 -0.818 -2.890
C -0.044 -0.293 0.164
C 0.293 0.689 0.898
O 0.994 0.407 2.036
H -0.503 0.070 -0.790
H 0.098 -1.364 0.204
H 0.046 1.709 0.792
H 0.727 -0.518 2.306
*
```

Summary:
E_LUMO = 3.79 eV
ΔE to the lowest compared entry with this formula, charge and spin = 71.7 kcal/mol
Electronic energy = -6248.0276 eV
HOMO-LUMO gap = 6.0 eV



DFT (ωB97M-V with the def2-TZVPD basis set) results for 2 unconnected molecules or ions with the total composition C2H5O2.

ORCA input file:
```
! wB97M-V def2-TZVPD RIJCOSX def2/J DEFGRID3
* xyz -1 1
O 0.452 -1.209 2.121
H 0.257 -0.502 1.467
O -0.090 0.975 0.254
C -0.489 0.284 -0.738
C 0.023 0.226 -2.018
H -1.251 -0.510 -0.535
H 0.880 0.849 -2.251
H -0.609 -0.120 -2.824
H 1.375 -1.402 1.908
*
```

Summary:
E_LUMO = 4.56 eV
ΔE to the lowest compared entry with this formula, charge and spin = 23.2 kcal/mol
Electronic energy = -6250.1306 eV
HOMO-LUMO gap = 7.0 eV



DFT (ωB97M-V with the def2-TZVPD basis set) results for 2 unconnected molecules or ions with the total composition C2H5O2.

ORCA input file:
```
! wB97M-V def2-TZVPD RIJCOSX def2/J DEFGRID3
* xyz 0 2
O 0.474 -0.460 -2.557
H 0.862 -1.140 -1.992
C -0.174 0.642 -0.103
C -0.201 -0.208 0.867
O -0.297 0.097 2.222
H 0.244 0.201 -1.872
H -0.340 1.587 -0.588
H -0.103 -1.285 0.872
H 0.113 0.951 2.400
*
```

Summary:
Expectation value of S² = 0.7613
E_LUMO (spin up / spin down) = 0.77 / -0.98 eV
ΔE to the lowest compared entry with this formula, charge and spin = 36.6 kcal/mol
Electronic energy = -6246.2847 eV
HOMO-LUMO gap (spin up / spin down) = 10.3 / 8.9 eV



Question: Which value of electronic energy does entry 3 give?
Answer: -11521.2879 eV



Question: The highest ΔE to the lowest compared entry with this formula, charge and spin belongs to which entry?
Answer: number 4



Repeat the third record exactly.
DFT (ωB97M-V with the def2-TZVPD basis set) results for C2H5NSi in the gas phase.

ORCA input file:
```
! wB97M-V def2-TZVPD RIJCOSX def2/J DEFGRID3
* xyz 0 1
N -2.583 -0.426 0.005
C -1.647 0.206 -0.162
C -0.337 0.715 0.093
Si 1.061 -0.532 -0.018
H -0.574 1.289 0.972
H -0.213 1.412 -0.741
H 1.334 -1.284 1.168
H 2.451 0.181 -0.354
H 0.510 -1.562 -0.961
*
```

Summary:
E_LUMO = 0.71 eV
ΔE to the lowest compared entry with this formula, charge and spin = 11.9 kcal/mol
SMILES = N#CC[SiH3]
Electronic energy = -11521.2879 eV
HOMO-LUMO gap = 12.1 eV